61
Properties=species:S:1:pos:R:3:forces:R:3 method="wB97M-V/def2-TZVPD" spin_multiplicity=2 charge=0 s_squared=0.77 homo_lumo_gap_ev="9.209 / 4.371"
Hf -0.297677 0.029638 0.058214 -1.5 -0.8 -0.4
C 1.860833 -0.335405 4.270028 -1.7 -2.0 -2.2
F 2.069595 -1.528822 3.665892 -0.2 1.2 0.1
F 0.636842 -0.356675 4.768596 0.4 0.5 0.1
F 2.771474 -0.169727 5.120552 1.7 0.9 2.2
S 1.919909 1.078428 3.017476 -1.4 -0.1 -3.0
O 3.263802 1.293276 2.447789 -1.3 -0.1 1.7
O 0.976997 0.638591 1.927007 1.6 0.3 1.3
O 1.353626 2.279773 3.650883 0.9 -0.8 -0.1
P -2.541500 0.642002 2.351232 -4.9 -0.2 1.6
F -1.334222 -0.376134 2.395948 1.8 -2.9 0.6
F -1.351603 1.497250 1.564202 0.0 2.0 -0.6
F -2.881767 0.040749 0.949040 -0.4 -0.4 -2.4
F -3.677790 1.770831 2.218747 1.2 -0.3 -0.5
F -3.626639 -0.445189 2.933457 1.0 0.5 0.2
F -2.198192 1.123819 3.775000 1.0 0.9 1.0
C -1.673945 3.205788 -3.010233 -0.6 -0.2 -1.3
F -0.850026 4.179792 -3.262551 0.4 0.1 0.2
F -2.911386 3.625884 -3.229595 -0.1 -0.1 0.5
F -1.439315 2.198830 -3.851251 0.1 0.1 1.0
S -1.656549 2.666408 -1.168101 -0.9 -3.3 2.0
O -2.334593 3.663532 -0.382045 1.2 -0.8 -1.5
O -2.200665 1.275649 -1.064194 1.0 1.1 -0.7
N -0.024999 2.146824 -0.628547 -2.7 0.7 -3.0
S 0.555282 3.543304 -0.194774 2.7 2.6 3.8
O 0.470931 4.675200 -1.091690 -0.2 -1.7 0.2
O 0.118558 3.727693 1.180061 1.0 0.2 -1.3
C 2.406735 3.073537 -0.137691 -1.2 2.1 0.8
F 3.032538 3.431128 -1.236476 0.2 -0.1 -0.1
F 2.885759 3.747681 0.926101 0.2 -0.2 -0.7
F 2.553085 1.795643 0.090911 0.3 -1.1 -0.5
C -1.766035 -3.581174 2.226751 1.1 0.1 -0.3
F -1.479609 -2.767532 3.216910 -0.2 -0.1 0.3
F -1.409940 -4.815494 2.553474 -0.4 0.4 -0.3
F -2.992724 -3.484727 1.840307 -0.5 0.0 0.5
S -0.598782 -3.035879 0.778199 -0.4 -0.5 -2.9
O 0.306141 -2.003393 1.248726 1.1 1.2 0.7
O -0.097653 -4.232659 0.134871 -0.7 2.1 1.4
N -1.460508 -1.856957 -0.320072 1.1 -2.4 1.8
S -2.228839 -2.900485 -1.302382 -0.8 -0.4 -6.3
O -1.464213 -3.142911 -2.565820 -1.8 1.0 3.4
O -2.750763 -4.040239 -0.602299 0.3 0.5 0.3
C -3.873932 -1.956952 -1.862475 0.9 -0.2 -1.1
F -3.615539 -0.770546 -2.402207 0.6 0.2 0.2
F -4.549876 -2.637423 -2.804453 0.7 -0.4 0.7
F -4.628458 -1.796381 -0.823864 -0.6 0.0 1.2
C 1.968297 0.742781 -3.625471 0.3 0.2 -1.1
F 3.171513 0.997752 -3.164110 -0.4 -0.1 0.3
F 1.143119 1.756768 -3.417698 0.5 0.3 0.1
F 2.044857 0.499780 -4.926483 -0.1 -0.1 0.4
S 1.086182 -0.707769 -2.830157 -3.2 -3.9 -0.2
O -0.265850 -0.232435 -2.498615 -0.3 0.7 0.0
O 1.104414 -1.962919 -3.671985 0.8 4.7 3.0
N 1.517658 -0.670821 -1.097738 1.7 0.0 -3.2
S 2.775129 -1.720964 -1.229912 2.7 -4.6 1.9
O 2.208526 -3.042793 -0.953389 1.0 2.0 -0.1
O 3.681781 -1.671268 -2.402690 -2.2 1.4 2.2
C 3.890614 -1.323854 0.359860 0.1 -0.4 -1.6
F 3.004911 -1.141295 1.380675 1.6 0.0 -1.1
F 4.695325 -2.372428 0.600120 -1.2 0.9 0.0
F 4.709154 -0.267079 0.107941 -1.5 -0.8 0.8